Below is one molecule with the formula C8H6ClN3S in a non-equilibrium geometry, with properties calculated with ωB97M-V/def2-TZVPD.

The geometry in XYZ format:
```
19
Properties=species:S:1:pos:R:3:forces:R:3:mulliken_charge:R:1
Cl -4.58376 2.03860 -2.63522 -0.7 0.6 0.0 -0.1856
S -2.90524 1.84807 -0.07698 -0.1 -0.4 0.0 -0.2033
N -1.30845 0.32150 -1.44030 -0.2 -0.6 0.0 -0.3061
N -0.74637 0.53888 0.85981 -0.3 0.8 1.0 -0.1305
N 1.08999 0.03205 2.14011 0.2 -0.5 -1.3 -0.6006
C 2.28243 -1.39946 0.00047 -0.7 0.3 1.0 -0.4319
C 2.27500 -0.61283 2.26580 -0.7 0.0 0.5 -0.2050
C 2.84556 -1.38646 1.29262 0.0 0.5 -1.0 -0.4696
C 0.49980 -0.06730 0.93051 1.3 -0.9 -0.8 0.4353
C -1.52378 0.76917 -0.25048 0.3 0.5 0.4 0.4361
C -2.33658 0.67403 -2.27182 0.1 1.4 -0.4 -0.6850
C -3.26508 1.50105 -1.72686 0.6 -0.9 -0.6 0.5148
C 1.08603 -0.74936 -0.22344 -0.6 0.6 1.5 -0.3586
H 3.77418 -1.85946 1.52549 0.4 -0.4 -0.1 0.3654
H -0.97984 1.04897 1.73066 0.2 -0.6 -0.9 0.2642
H -2.28863 0.56803 -3.35943 0.0 -0.6 0.5 0.3449
H 2.72551 -1.93239 -0.80798 0.4 -0.4 -0.4 0.4251
H 2.80082 -0.57230 3.22689 -0.5 0.3 -0.2 0.3397
H 0.55840 -0.76079 -1.17983 0.3 0.1 0.5 0.4506
```
Positions in Å, forces in eV/Å.

The total energy comes out at -1331.09957 Ha. The calculation puts the largest force on an atom at 1.77 eV/A. Its SMILES is Clc1cnc(Nc2ccccn2)s1. The multiplicity is 1.

Below is an isolated ion of composition C6H13N2S and charge +1 in a non-equilibrium geometry, with properties calculated with ωB97M-V/def2-TZVPD.

The geometry in XYZ format:
```
22
Properties=species:S:1:pos:R:3:forces:R:3:mulliken_charge:R:1
S 1.03660 -1.64845 0.28922 -0.8 2.7 0.2 -0.0762
N 0.30671 1.07894 -0.14138 0.7 0.5 1.2 0.0460
N 0.83288 0.75615 2.11703 1.9 1.5 3.6 -0.0661
C -0.86388 1.40759 0.62018 -2.3 -2.8 0.9 -0.5240
C 0.01480 0.34970 -1.38697 0.9 0.2 1.1 -1.0529
C 1.21740 0.48248 0.76615 0.4 -2.7 -3.7 -0.8149
C 0.02071 -1.97272 -2.26643 -2.4 3.4 -0.2 -1.5008
C -0.21246 -1.14502 -0.97821 -0.6 -0.6 -0.8 0.5395
C -0.63117 0.67906 2.05838 -1.8 -1.4 -3.4 -0.5374
H -0.29105 -2.92611 -2.18256 -0.2 -3.6 0.7 0.4876
H -0.78960 -1.64573 -2.97465 0.9 0.3 0.2 0.3682
H 2.25700 0.59604 0.53799 0.5 0.3 0.3 0.5389
H -0.96385 0.77021 -1.67452 0.8 -0.2 -0.8 0.4610
H 1.36410 0.07858 2.76760 -1.4 0.9 -1.1 0.4023
H -1.78752 0.91989 0.10801 1.3 0.8 1.2 0.2788
H -1.33394 -1.27735 -0.66392 2.2 0.1 -0.1 0.2248
H -1.35763 1.05237 2.77623 1.0 0.0 0.7 0.4199
H 0.88262 0.53412 -2.10310 -1.4 -0.5 0.7 0.3263
H 0.97198 -1.81943 -2.69037 1.1 0.0 -0.4 0.3982
H 1.16720 1.71879 2.46794 -0.5 -1.4 -0.9 0.3951
H -1.09993 2.43508 0.73257 0.2 1.2 0.1 0.3772
H -0.74095 -0.42418 1.82081 -0.5 1.2 0.7 0.3086
```
Positions in Å, forces in eV/Å.

The total energy comes out at -743.78868 Ha. Its net charge is +1. The calculation puts the largest force on an atom at 4.63 eV/A. Its SMILES is C[C@@H]1CN2CC[NH2+][C@H]2S1. The multiplicity is 1.

Below is a 4-piece molecular cluster, C8H8Cl9N overall in a non-equilibrium geometry, with properties calculated with ωB97M-V/def2-TZVPD.

The geometry in XYZ format:
```
26
Properties=species:S:1:pos:R:3:forces:R:3:mulliken_charge:R:1
Cl 0.57220 -1.29264 4.45067 0.5 -0.1 -0.1 -0.1139
Cl 2.37938 4.52065 -3.31503 0.2 -0.3 -0.2 -0.1657
Cl -2.65771 -1.96463 -4.32329 0.8 -0.7 -0.1 -0.1426
Cl -3.25460 -3.15950 -1.83906 0.5 -0.2 0.0 -0.1435
Cl -1.36825 -4.70794 -3.50651 -0.5 1.9 0.0 -0.1914
Cl 3.03711 -2.58586 3.44098 0.1 -0.2 -1.0 -0.1172
Cl 1.72324 -3.53876 5.80591 0.1 -0.2 0.3 -0.1511
Cl 1.19266 4.91092 -0.75132 0.3 -0.7 -0.1 -0.1634
Cl 2.52883 2.28881 -1.36066 -0.5 0.8 -0.3 -0.0856
N -0.98450 -0.34183 -1.06816 0.2 -2.6 -1.1 -0.2647
C -1.11461 1.86604 -0.25308 0.1 0.6 0.1 -0.4112
C -1.94948 -2.97718 -3.03634 -0.8 -0.6 0.4 0.2476
C -1.20647 0.96786 -1.26128 -0.5 0.3 -0.3 -0.6497
C -0.46813 -0.74178 0.10077 0.4 1.4 1.8 -0.4492
C -0.18096 0.13766 1.14976 -0.2 -1.4 -1.2 -0.1692
C -0.56703 1.48031 0.98233 0.0 0.9 0.8 -0.5294
C 1.58444 3.65002 -1.99579 -0.4 0.6 0.6 0.1563
C 2.09925 -2.13009 4.81541 -0.2 0.6 0.7 0.0388
H 0.29839 -0.29227 2.01681 -0.1 0.3 0.2 0.1878
H -1.58882 1.18610 -2.24748 -0.2 0.5 -0.1 0.3561
H 0.60354 3.32200 -2.33981 0.3 -0.4 0.1 0.1542
H -0.33078 -1.78622 0.33884 0.1 -0.5 -0.5 0.3006
H -0.48692 2.20810 1.77625 0.1 0.0 0.1 0.3711
H -1.48662 2.87140 -0.38441 0.1 0.3 -0.1 0.4660
H 2.76133 -1.46149 5.36562 -0.5 -0.1 0.2 0.2772
H -1.13551 -2.42969 -2.56114 0.0 0.0 -0.1 0.1920
```
Positions in Å, forces in eV/Å.

The total energy comes out at -4506.06796 Ha. The expectation value of S² is 0.760. Its net charge is -1. The calculation puts the largest force on an atom at 2.85 eV/A. The multiplicity is 2.

Below is C38H26BrCl5CrN3O3P as an isolated structure in a non-equilibrium geometry, with properties calculated with ωB97M-V/def2-TZVPD.

The geometry in XYZ format:
```
78
Properties=species:S:1:pos:R:3:forces:R:3:mulliken_charge:R:1
Br -4.83598 -4.70132 -1.46387 0.0 0.1 0.0 -0.1919
Cr -0.01190 0.15455 0.07279 0.0 -0.4 -1.3 0.4337
Cl 2.89679 0.11282 -3.82435 0.0 -0.1 0.0 -0.1807
Cl 0.60123 2.38773 0.37943 -0.2 0.7 0.2 -0.1904
Cl 2.40721 4.95806 0.05234 0.0 0.0 0.1 -0.1908
Cl 4.75761 2.60187 -4.19559 0.0 0.0 -0.1 -0.1649
Cl 4.52273 5.03630 -2.26542 0.0 0.0 0.0 -0.1799
P 0.04207 -0.50883 3.27634 -0.1 0.0 0.0 1.2370
O 1.06796 0.36152 -1.53962 -0.3 -0.7 1.1 -0.2529
O -0.55661 -1.78110 -0.46085 0.1 -0.2 -0.2 0.2596
O -1.77728 0.41588 -0.81847 0.3 0.4 0.8 -1.2291
N 0.31747 -0.26568 1.75425 -0.2 0.1 -0.4 -0.5224
N -3.99580 1.78983 -1.07965 0.1 -0.1 -0.1 0.3866
N -5.91271 0.80873 -1.30449 0.0 -0.2 -0.1 -0.0450
C -6.02260 4.87881 -0.81219 0.2 0.0 0.0 -0.6091
C -0.99186 -3.00062 4.06600 0.0 0.0 0.0 -0.4438
C 3.60635 2.57100 -2.92817 -0.1 0.1 0.1 0.0636
C 1.37514 -2.90010 3.61045 0.0 0.0 0.0 -0.4546
C 0.27367 -2.94433 -0.39625 0.2 -0.2 0.1 -1.1596
C -2.54590 -3.10757 -0.92004 0.0 0.1 0.0 -0.3631
C -0.87763 -4.35911 4.32596 0.0 -0.1 0.0 -0.7191
C 0.35850 -4.98238 4.24133 0.0 0.0 0.0 -0.5133
C 3.50784 3.66822 -2.06269 0.0 -0.1 0.0 0.4487
C -7.26301 4.25058 -0.95959 -0.1 -0.1 0.0 -0.4692
C -4.57441 -1.88128 -1.38002 -0.1 0.2 0.0 -0.6659
C 1.83979 -0.19970 5.44099 -0.1 0.0 0.0 -0.0969
C -4.94707 2.79505 -1.03420 -0.3 0.0 0.0 0.5589
C 2.21782 2.49811 4.87114 0.0 0.0 0.0 -0.7998
C -7.37103 2.88378 -1.14621 0.0 0.0 0.0 -0.8939
C 1.76977 2.52225 -0.89264 0.2 -0.3 -0.3 0.6326
C -1.87442 -1.92189 -0.79565 -0.1 0.1 0.1 1.0169
C -2.46485 0.61470 2.78956 0.1 -0.1 0.0 0.0236
C -2.02718 0.01779 5.07984 0.0 0.0 0.0 -0.2416
C -3.89278 -0.65642 -1.22014 0.6 -0.4 0.0 0.4945
C -2.50590 -0.66294 -0.95841 -0.3 -0.3 0.0 0.8914
C 2.57475 3.63856 -1.03204 0.0 0.0 -0.1 -0.3079
C -6.18503 2.16679 -1.17937 0.2 0.3 0.1 0.4748
C -3.91130 -3.06616 -1.23749 -0.1 -0.2 -0.1 -0.8073
C 2.87657 1.91024 5.94380 0.0 0.0 0.0 -0.4717
C 0.13786 -2.26477 3.72170 -0.1 0.2 0.0 0.2284
C -4.83916 4.16442 -0.84731 0.0 0.0 0.0 -0.7526
C -3.28227 0.48451 5.43614 0.0 0.0 0.1 -0.8433
C 1.84308 1.39828 -1.72715 0.2 0.6 0.0 -0.0398
C -4.58485 0.59810 -1.23624 -0.1 0.5 0.2 0.1878
C 1.37276 1.73821 4.08204 0.0 0.0 0.0 -0.4433
C 2.78662 1.45943 -2.76860 -0.1 0.0 0.1 0.3563
C 2.68779 0.56696 6.22826 0.0 0.0 0.0 -0.7601
C -1.61753 0.07437 3.74906 0.2 -0.1 0.0 -0.0925
C -4.12672 1.01807 4.47220 -0.1 0.0 -0.1 -0.5445
C -3.71725 1.08877 3.14856 0.0 0.0 0.0 -0.8068
C 1.18468 0.38563 4.36260 -0.1 -0.2 -0.2 0.3987
C 1.48450 -4.25469 3.87762 0.1 0.0 0.0 -0.8450
H -1.95734 -2.51523 4.13272 0.0 0.0 0.0 0.4078
H -5.62969 -1.88713 -1.61991 0.0 -0.1 0.0 0.5052
H -1.75548 -4.93029 4.59847 0.0 0.0 0.0 0.4531
H 2.36459 3.54729 4.65067 0.0 0.0 0.0 0.4361
H 1.68655 -1.24623 5.66893 0.0 0.0 0.0 0.4147
H -8.16248 4.84975 -0.92439 0.0 0.0 0.0 0.4051
H 3.53585 2.50430 6.56307 0.0 0.0 0.0 0.3951
H -2.98255 1.85268 -0.99834 0.0 -0.1 0.0 -0.1783
H 0.18896 -3.51946 -1.31832 0.0 0.1 0.0 0.4711
H -3.87422 4.64019 -0.73552 0.0 0.0 0.0 0.4815
H -4.37209 1.51887 2.39971 0.0 0.0 0.0 0.4903
H 1.29105 -2.58310 -0.28327 0.0 0.0 0.0 0.2860
H -6.60875 0.09161 -1.42037 0.1 -0.1 0.0 0.2246
H 2.24548 -2.32844 3.30860 0.0 0.0 0.0 0.5559
H 0.00368 -3.55793 0.46501 0.0 0.1 0.0 0.3064
H 3.20111 0.11091 7.06456 0.0 0.0 0.0 0.4242
H -2.05832 -4.06008 -0.77089 0.0 0.0 0.0 0.6044
H -1.36001 -0.38570 5.83319 0.0 0.0 0.0 0.4842
H -8.33243 2.40131 -1.25949 0.0 0.0 0.0 0.4222
H -5.10474 1.38729 4.75249 0.0 0.0 0.0 0.4187
H -5.98553 5.94955 -0.66522 0.0 0.0 0.0 0.4039
H 2.44705 -4.74371 3.80496 0.0 0.0 0.0 0.4481
H -3.60240 0.43779 6.46870 0.0 0.0 0.0 0.4068
H 0.85510 2.18412 3.24280 0.0 0.1 0.0 0.1668
H 0.44611 -6.03892 4.45825 0.0 0.0 0.0 0.4099
H -2.12369 0.66515 1.76358 -0.1 0.0 -0.1 0.3558
```
Positions in Å, forces in eV/Å.

The total energy comes out at -8114.32666 Ha. The expectation value of S² is 0.758. Its net charge is +1. The calculation puts the largest force on an atom at 1.41 eV/A. The multiplicity is 2.